Entry 1:
A structure of composition C41H62As3BrN5O2SeY, computed with ωB97M-V/def2-TZVPD.

Structure (XYZ):
```
116
Properties=species:S:1:pos:R:3:lowdin_charge:R:1
Y 1.070 0.479 0.552 1.137
C 0.450 4.166 -1.534 -0.280
As -0.466 2.487 -1.156 1.106
C -2.061 3.239 -0.332 -0.265
C -1.228 2.025 -2.900 -0.328
C -0.372 1.289 -3.952 -0.655
C 0.979 1.980 -4.120 -0.085
C -0.201 -0.194 -3.587 -0.323
As 1.126 -0.721 -2.241 1.103
C 0.607 -2.584 -2.051 -0.266
C 2.714 -0.940 -3.350 -0.281
C -1.200 1.349 -5.256 -0.375
As -0.601 0.843 -7.093 1.150
C 0.824 -0.494 -6.865 -0.357
C 0.566 2.368 -7.495 -0.344
H -0.161 4.776 -2.198 0.046
H 1.420 3.998 -1.996 0.019
H 0.593 4.704 -0.596 0.019
H -2.506 3.970 -1.006 0.047
H -1.784 3.735 0.599 0.019
H -2.787 2.459 -0.117 0.018
H -1.559 2.982 -3.313 0.086
H -2.129 1.445 -2.683 0.073
H 1.548 1.968 -3.183 0.043
H 0.852 3.021 -4.423 0.098
H 1.582 1.482 -4.877 0.057
H 0.091 -0.754 -4.475 0.050
H -1.157 -0.606 -3.256 0.074
H 0.504 -3.045 -3.033 0.047
H -0.337 -2.642 -1.512 0.005
H 1.366 -3.118 -1.479 0.035
H 2.429 -1.375 -4.307 0.030
H 3.405 -1.620 -2.853 0.012
H 3.210 0.013 -3.518 0.028
H -1.527 2.381 -5.422 0.066
H -2.118 0.774 -5.099 0.067
H 0.412 -1.453 -6.554 0.017
H 1.620 -0.188 -6.188 -0.006
H 1.256 -0.631 -7.857 0.026
H -0.001 3.293 -7.387 0.022
H 0.872 2.287 -8.538 0.021
H 1.459 2.414 -6.874 0.008
C -2.644 -4.833 5.112 -0.039
C -2.557 -5.236 3.633 -0.557
C -1.567 -6.399 3.477 -0.039
C -3.936 -5.710 3.176 -0.057
C -2.062 -4.043 2.817 -0.153
C -0.814 -3.487 3.095 -0.069
C -0.391 -2.427 2.337 -0.510
Br 1.329 -1.650 2.714 0.886
C -1.109 -1.835 1.287 -0.388
O -0.536 -0.827 0.620 -0.406
C -2.386 -2.356 1.035 -0.081
C -2.799 -3.454 1.802 0.033
C -3.376 -1.838 -0.021 -0.524
C -4.733 -1.565 0.647 -0.035
C -3.548 -2.906 -1.111 -0.024
C -2.955 -0.533 -0.702 -0.067
H -2.989 -5.678 5.709 0.092
H -3.347 -4.009 5.250 0.092
H -1.675 -4.524 5.505 0.078
H -1.908 -7.258 4.056 0.092
H -0.571 -6.135 3.835 0.078
H -1.484 -6.703 2.432 0.093
H -4.241 -6.566 3.778 0.093
H -3.930 -6.028 2.131 0.091
H -4.695 -4.934 3.302 0.090
H -0.186 -3.877 3.885 0.110
H -3.771 -3.868 1.580 0.097
H -5.167 -2.456 1.098 0.081
H -5.442 -1.194 -0.095 0.093
H -4.634 -0.809 1.430 0.090
H -3.904 -3.851 -0.701 0.088
H -2.601 -3.100 -1.620 0.077
H -4.273 -2.570 -1.856 0.095
H -2.813 0.267 0.027 0.064
H -3.748 -0.235 -1.392 0.098
H -2.029 -0.646 -1.263 0.046
Se 0.130 7.538 4.483 1.215
N 1.362 6.940 3.358 -0.210
C 1.041 5.706 3.063 -0.341
C 1.818 4.866 2.161 -0.077
C 2.978 5.314 1.528 0.041
C 3.657 4.458 0.688 -0.008
C 3.160 3.172 0.506 -0.125
N 2.054 2.730 1.098 0.001
C 1.383 3.562 1.918 -0.162
C 0.159 3.041 2.543 -0.161
N -0.204 1.779 2.230 0.022
C -1.313 1.284 2.774 -0.087
C -2.114 2.010 3.652 0.005
C -1.754 3.298 3.971 0.043
C -0.593 3.835 3.407 -0.077
C -0.146 5.195 3.680 -0.339
N -0.783 6.019 4.474 -0.209
H 3.319 6.324 1.710 0.133
H 4.558 4.767 0.179 0.123
H 3.676 2.466 -0.134 0.116
H -1.577 0.272 2.497 0.105
H -3.002 1.554 4.066 0.125
H -2.343 3.907 4.644 0.132
C 4.279 0.426 3.174 -0.014
N 4.783 -0.561 2.222 -0.117
C 5.888 -1.383 2.717 0.000
C 4.264 -0.687 1.015 -0.469
C 4.855 -1.657 0.037 0.039
O 3.262 0.000 0.661 -0.225
H 5.129 0.896 3.665 0.108
H 3.662 -0.056 3.933 0.084
H 3.700 1.185 2.657 0.069
H 5.684 -1.641 3.754 0.106
H 6.826 -0.830 2.669 0.112
H 5.977 -2.305 2.152 0.090
H 5.942 -1.647 0.040 0.099
H 4.494 -1.396 -0.953 0.068
H 4.518 -2.668 0.276 0.113
```

Properties
HOMO level = -12.1923 eV
Energy relative to the best compared isomer or geometry (same formula, charge and spin) = 1.5 kcal per mole
Energy = -374009.99708 eV
Net charge = +2



Entry 2:
A cluster of 7 separate species, C41H62Br2FN8O3 in total at a distorted geometry, computed with ωB97M-V/def2-TZVPD.

Structure (XYZ):
```
117
Properties=species:S:1:pos:R:3:lowdin_charge:R:1
C 4.560 -0.398 -0.689 0.018
C 3.582 0.495 -0.545 -0.132
C 2.838 1.002 -1.756 -0.134
C 1.438 0.527 -1.795 -0.086
C 0.375 1.289 -1.318 -0.070
C 0.572 2.662 -0.759 -0.100
C 0.645 2.647 0.733 -0.193
N 0.799 1.563 1.356 0.170
C -0.908 0.767 -1.341 0.006
C -1.968 1.646 -0.749 -0.455
O -2.274 1.508 0.378 0.217
O -2.487 2.675 -1.476 0.038
C -3.354 2.334 -2.547 -0.043
C -2.575 2.260 -3.835 -0.464
O -1.808 3.069 -4.169 0.197
F -2.837 1.199 -4.569 0.157
C -1.184 -0.493 -1.892 -0.159
C -2.589 -1.085 -2.048 -0.630
Br -2.548 -2.837 -2.907 0.875
C -3.441 -1.200 -0.779 -0.791
C -4.725 -1.992 -0.955 -0.178
Br -2.403 -1.996 0.630 0.817
C -0.090 -1.177 -2.368 -0.005
N 1.167 -0.697 -2.297 0.016
C 2.244 -1.555 -2.825 0.056
H 4.782 -1.090 0.104 0.035
H 5.174 -0.401 -1.574 0.073
H 3.374 0.906 0.428 0.096
H 3.386 0.728 -2.643 0.091
H 2.853 2.079 -1.745 0.105
H -0.252 3.293 -1.067 0.122
H 1.465 3.154 -1.114 0.119
H 0.595 3.617 1.210 0.128
H 0.835 1.739 2.356 0.038
H -3.949 1.460 -2.330 0.131
H -4.040 3.159 -2.669 0.136
H -3.126 -0.485 -2.765 0.070
H -3.775 -0.224 -0.490 0.074
H -4.588 -3.043 -0.770 0.050
H -5.425 -1.636 -0.211 0.086
H -5.177 -1.797 -1.918 0.080
H -0.184 -2.137 -2.819 0.062
H 2.860 -1.906 -2.015 0.101
H 2.805 -1.018 -3.570 0.108
H 1.782 -2.405 -3.293 0.100
C 6.198 -4.367 2.323 -0.107
C 5.082 -4.586 3.338 -0.253
C 3.705 -4.169 2.809 -0.184
C 3.634 -2.734 2.548 -0.214
N 3.569 -1.602 2.362 0.174
H 6.310 -3.309 2.079 0.068
H 7.151 -4.716 2.718 0.074
H 5.999 -4.912 1.398 0.076
H 5.306 -4.037 4.254 0.114
H 5.034 -5.642 3.605 0.110
H 2.927 -4.426 3.528 0.107
H 3.466 -4.708 1.895 0.116
C -1.646 -7.975 -2.167 -0.103
C -2.387 -7.257 -1.045 -0.252
C -1.763 -5.902 -0.692 -0.213
C -0.413 -6.030 -0.159 -0.238
N 0.657 -6.132 0.243 0.144
H -0.622 -8.214 -1.877 0.074
H -2.145 -8.910 -2.418 0.075
H -1.610 -7.363 -3.070 0.074
H -2.416 -7.889 -0.157 0.115
H -3.422 -7.084 -1.344 0.108
H -2.379 -5.388 0.048 0.103
H -1.721 -5.258 -1.570 0.057
C 1.959 5.861 -4.946 -0.102
C 1.271 4.916 -5.924 -0.246
C 1.108 3.499 -5.365 -0.202
C 2.375 2.827 -5.104 -0.221
N 3.376 2.328 -4.841 0.158
H 2.977 5.536 -4.728 0.074
H 2.015 6.866 -5.360 0.076
H 1.410 5.918 -4.003 0.073
H 1.832 4.878 -6.858 0.116
H 0.278 5.298 -6.164 0.109
H 0.530 2.890 -6.063 0.120
H 0.544 3.517 -4.431 0.089
C 0.668 -2.753 5.344 -0.113
C -0.411 -1.731 5.012 -0.263
C -0.065 -0.893 3.775 -0.199
C 1.115 -0.063 3.982 -0.277
N 2.045 0.587 4.161 0.158
H 1.612 -2.266 5.598 0.069
H 0.363 -3.353 6.199 0.060
H 0.848 -3.424 4.500 0.062
H -0.576 -1.080 5.865 0.073
H -1.354 -2.246 4.823 0.111
H -0.901 -0.239 3.515 0.112
H 0.112 -1.535 2.910 0.102
C -4.303 5.482 -4.471 -0.117
C -4.241 6.951 -4.872 -0.253
C -5.086 7.845 -3.959 -0.191
C -6.508 7.520 -4.047 -0.239
N -7.622 7.252 -4.106 0.151
H -5.321 5.096 -4.560 0.079
H -3.660 4.882 -5.114 0.065
H -3.971 5.349 -3.437 0.070
H -4.573 7.060 -5.905 0.116
H -3.208 7.299 -4.833 0.109
H -4.950 8.893 -4.229 0.120
H -4.764 7.741 -2.921 0.120
C 2.220 0.391 8.079 -0.103
C 1.249 0.732 9.204 -0.256
C 0.631 -0.512 9.853 -0.185
C -0.197 -1.261 8.913 -0.206
N -0.832 -1.859 8.166 0.169
H 1.717 -0.122 7.257 0.049
H 2.670 1.295 7.671 0.075
H 3.026 -0.251 8.438 0.079
H 0.456 1.378 8.824 0.111
H 1.770 1.295 9.979 0.108
H 0.013 -0.227 10.705 0.119
H 1.414 -1.169 10.235 0.122
```

Properties
HOMO level = -11.7401 eV
Energy = -204380.20485 eV
Net charge = +1



Entry 3:
A cluster of 8 separate species, C41H62BrF17N2O24 in total at a distorted geometry, computed with ωB97M-V/def2-TZVPD.

Structure (XYZ):
```
147
Properties=species:S:1:pos:R:3:lowdin_charge:R:1
O -6.181 3.731 0.095 0.111
N -5.132 3.558 0.545 0.013
O -5.172 3.303 1.978 -0.147
C -5.820 2.066 2.308 -0.143
C -4.935 1.209 3.232 -0.262
C -3.572 1.821 3.600 -0.156
C -2.513 1.142 2.716 -0.383
F -2.316 -0.133 3.116 0.155
F -2.970 1.110 1.438 0.127
C -1.150 1.885 2.751 -0.319
F -0.623 1.611 3.966 0.158
F -1.383 3.218 2.698 0.125
C -0.042 1.513 1.707 -0.312
F -0.003 0.174 1.584 0.160
F 1.117 1.916 2.261 0.144
C -0.175 2.227 0.304 -0.316
F 0.654 3.288 0.331 0.155
F -1.424 2.683 0.108 0.159
C 0.225 1.384 -0.952 -0.333
F 1.364 0.716 -0.696 0.154
F 0.464 2.271 -1.938 0.169
C -0.860 0.412 -1.503 -0.332
F -1.472 -0.241 -0.494 0.156
F -1.783 1.146 -2.144 0.172
C -0.299 -0.674 -2.492 -0.319
F -1.303 -0.965 -3.357 0.153
F 0.747 -0.208 -3.194 0.166
C 0.082 -2.021 -1.802 -0.565
F 0.826 -2.722 -2.651 0.191
F 0.783 -1.818 -0.691 0.180
F -1.007 -2.713 -1.515 0.191
N -3.358 1.524 5.007 0.146
C -4.413 0.775 5.541 -0.491
O -4.374 0.174 6.576 0.109
C -5.590 0.898 4.576 -0.553
Br -6.585 -0.772 4.519 0.768
H -6.036 1.522 1.391 0.123
H -6.780 2.277 2.772 0.123
H -4.865 0.244 2.742 0.114
H -3.593 2.891 3.458 0.132
H -3.105 2.333 5.558 0.145
H -6.263 1.668 4.936 0.114
C 0.110 -4.817 0.694 -0.060
C 0.619 -4.972 2.110 -0.194
O -0.441 -5.249 3.039 0.045
C -0.897 -6.497 3.035 -0.614
O -0.509 -7.395 2.332 0.113
O -1.858 -6.591 3.950 0.010
C -2.483 -7.876 4.025 -0.031
H -0.677 -4.066 0.655 0.074
H 0.924 -4.513 0.036 0.080
H -0.297 -5.756 0.321 0.063
H 1.056 -4.040 2.463 0.123
H 1.379 -5.749 2.179 0.126
H -1.742 -8.660 4.161 0.097
H -3.064 -8.069 3.124 0.093
H -3.143 -7.837 4.885 0.094
C 1.704 -1.706 -6.446 -0.054
C 0.216 -1.673 -6.173 -0.218
O -0.548 -1.693 -7.389 0.045
C -0.643 -2.879 -7.982 -0.615
O -0.185 -3.916 -7.582 0.126
O -1.355 -2.726 -9.100 0.005
C -1.506 -3.921 -9.869 -0.040
H 1.985 -0.896 -7.121 0.083
H 2.263 -1.595 -5.517 0.079
H 1.995 -2.646 -6.911 0.075
H -0.051 -0.742 -5.680 0.108
H -0.089 -2.496 -5.526 0.120
H -1.907 -4.727 -9.260 0.095
H -0.549 -4.222 -10.294 0.097
H -2.201 -3.678 -10.666 0.092
C 0.640 5.944 1.953 -0.058
C 1.157 6.960 2.950 -0.204
O 2.462 7.439 2.595 0.042
C 2.488 8.344 1.619 -0.615
O 1.533 8.803 1.050 0.123
O 3.759 8.668 1.390 0.007
C 3.948 9.608 0.329 -0.038
H 1.357 5.132 1.837 0.075
H -0.308 5.529 2.295 0.057
H 0.483 6.399 0.976 0.084
H 1.285 6.505 3.930 0.124
H 0.474 7.803 3.056 0.124
H 3.343 10.498 0.487 0.095
H 3.693 9.154 -0.627 0.098
H 5.001 9.868 0.344 0.093
C 7.218 2.374 -7.662 -0.065
C 5.993 2.285 -8.544 -0.211
O 6.069 1.181 -9.461 0.038
C 5.804 -0.013 -8.937 -0.617
O 5.483 -0.236 -7.799 0.119
O 5.942 -0.926 -9.897 0.007
C 5.724 -2.272 -9.465 -0.035
H 8.122 2.414 -8.271 0.082
H 7.171 3.272 -7.047 0.080
H 7.290 1.509 -7.004 0.075
H 5.913 3.165 -9.179 0.122
H 5.079 2.207 -7.956 0.122
H 4.760 -2.371 -8.972 0.091
H 6.518 -2.586 -8.789 0.099
H 5.745 -2.881 -10.364 0.093
C -4.121 6.796 9.185 -0.063
C -3.646 5.381 8.938 -0.204
O -3.825 4.988 7.564 0.035
C -2.922 5.464 6.714 -0.614
O -1.970 6.145 6.982 0.136
O -3.241 5.026 5.490 -0.009
C -2.360 5.473 4.453 -0.041
H -5.156 6.911 8.862 0.082
H -4.058 7.028 10.248 0.082
H -3.511 7.515 8.640 0.076
H -4.242 4.671 9.506 0.124
H -2.602 5.251 9.219 0.125
H -1.328 5.223 4.692 0.095
H -2.456 6.546 4.292 0.107
H -2.669 4.949 3.558 0.071
C -3.295 -6.455 -0.724 -0.052
C -2.422 -7.679 -0.538 -0.208
O -3.112 -8.884 -0.913 0.043
C -3.202 -9.105 -2.221 -0.616
O -2.741 -8.419 -3.095 0.124
O -3.885 -10.237 -2.403 0.004
C -4.097 -10.581 -3.774 -0.041
H -4.234 -6.575 -0.182 0.083
H -2.784 -5.569 -0.346 0.066
H -3.528 -6.295 -1.775 0.077
H -2.168 -7.812 0.510 0.101
H -1.491 -7.599 -1.100 0.124
H -3.156 -10.602 -4.319 0.095
H -4.778 -9.872 -4.242 0.097
H -4.544 -11.571 -3.768 0.092
C 3.691 0.229 1.695 -0.056
C 3.992 1.071 2.916 -0.204
O 4.838 0.366 3.839 0.043
C 6.125 0.311 3.505 -0.616
O 6.633 0.819 2.541 0.123
O 6.764 -0.394 4.438 0.006
C 8.160 -0.573 4.188 -0.039
H 3.270 -0.734 1.991 0.088
H 2.988 0.736 1.044 0.049
H 4.603 0.037 1.131 0.081
H 3.087 1.284 3.476 0.109
H 4.452 2.021 2.643 0.129
H 8.650 0.383 4.022 0.095
H 8.311 -1.220 3.326 0.098
H 8.564 -1.047 5.078 0.093
```

Properties
HOMO level = -10.3885 eV
Energy = -211881.58677 eV



no.,gap between HOMO and LUMO (eV),LUMO (eV)
1,6.6,-5.6
2,8.0,-3.8
3,9.7,-0.7